Entry 1:
{"formula": "C27H24Cl3N2O3Pt", "method": "ωB97M-V/def2-TZVPD", "elements": ["Pt", "N", "C", "O", "C", "C", "H", "H", "H", "H", "H", "H", "Cl", "C", "C", "C", "Cl", "C", "C", "C", "C", "N", "C", "C", "O", "H", "H", "H", "H", "C", "C", "O", "C", "C", "C", "C", "C", "C", "H", "H", "H", "H", "H", "H", "H", "H", "Cl", "C", "C", "C", "C", "C", "C", "C", "H", "H", "H", "H", "H", "H"], "coordinates": [[0.236, 0.170, 0.744], [0.643, -1.550, 4.663], [0.584, -1.175, 3.383], [0.061, -0.092, 3.068], [1.189, -2.071, 2.338], [0.493, -1.849, 0.997], [0.268, -0.945, 5.375], [1.046, -2.430, 4.930], [1.155, -3.116, 2.659], [2.246, -1.792, 2.272], [-0.519, -2.267, 1.018], [1.042, -2.310, 0.177], [-3.907, 3.061, -0.466], [-2.388, 3.644, 0.000], [-2.161, 4.999, 0.182], [-0.909, 5.467, 0.540], [-0.674, 7.146, 0.705], [0.200, 4.578, 0.773], [1.499, 4.978, 1.125], [2.457, 4.014, 1.329], [2.119, 2.663, 1.200], [0.902, 2.278, 0.858], [-0.035, 3.214, 0.637], [-1.328, 2.691, 0.203], [-1.452, 1.469, 0.007], [-2.970, 5.701, 0.035], [1.735, 6.028, 1.228], [3.468, 4.284, 1.594], [2.838, 1.872, 1.370], [5.045, -0.597, -1.275], [3.601, -0.181, -1.189], [3.097, 0.089, -0.113], [2.802, -0.088, -2.449], [1.413, -0.080, -2.394], [0.661, 0.029, -3.551], [1.297, 0.137, -4.782], [2.682, 0.122, -4.851], [3.431, 0.000, -3.689], [5.417, -0.784, -0.271], [5.635, 0.204, -1.726], [5.167, -1.484, -1.896], [0.885, -0.193, -1.446], [-0.420, 0.016, -3.495], [0.711, 0.222, -5.688], [3.181, 0.195, -5.807], [4.510, -0.010, -3.755], [-2.897, -3.099, -2.226], [-3.703, -3.448, -0.722], [-4.400, -4.631, -0.614], [-5.051, -4.944, 0.574], [-4.986, -4.067, 1.656], [-4.283, -2.889, 1.547], [-3.619, -2.523, 0.349], [-2.920, -1.312, 0.258], [-4.432, -5.307, -1.457], [-5.604, -5.870, 0.652], [-5.492, -4.311, 2.580], [-4.228, -2.207, 2.386], [-2.886, -0.647, 1.109], [-2.450, -1.000, -0.661]], "forces_ev_per_a": [[0.17, 0.20, 0.17], [0.00, -0.02, -0.03], [-0.03, 0.04, 0.05], [-0.01, 0.05, -0.03], [-0.02, -0.07, 0.01], [0.01, -0.15, -0.11], [-0.01, 0.00, 0.00], [-0.01, 0.00, 0.01], [0.01, 0.01, 0.03], [0.00, 0.00, -0.01], [0.03, -0.05, -0.01], [0.02, -0.04, 0.04], [-0.06, -0.01, -0.02], [0.15, -0.02, 0.00], [0.04, -0.03, 0.01], [0.03, -0.08, -0.01], [0.00, 0.05, 0.02], [-0.05, 0.14, 0.01], [0.01, -0.02, -0.01], [-0.02, -0.01, 0.01], [0.01, -0.01, 0.07], [-0.03, 0.05, -0.10], [-0.15, -0.08, -0.04], [0.13, 0.08, -0.04], [-0.25, -0.02, 0.17], [0.00, 0.00, -0.02], [0.00, 0.00, 0.01], [0.00, 0.00, 0.01], [0.01, 0.03, -0.04], [-0.02, 0.01, 0.04], [-0.11, 0.04, -0.09], [0.04, -0.05, 0.02], [0.19, -0.03, 0.07], [-0.31, 0.01, -0.10], [0.05, -0.01, -0.02], [0.01, 0.00, 0.02], [-0.01, -0.02, 0.05], [0.00, 0.02, -0.06], [0.02, 0.00, -0.01], [0.00, 0.00, 0.00], [0.00, -0.01, 0.00], [0.22, 0.01, -0.05], [0.00, 0.00, 0.00], [0.00, 0.00, 0.00], [0.00, 0.02, 0.00], [0.00, -0.02, 0.00], [-0.03, -0.02, 0.07], [0.04, -0.03, -0.13], [0.01, 0.01, 0.01], [-0.01, -0.02, -0.01], [0.03, 0.04, -0.01], [-0.04, -0.05, 0.06], [0.17, 0.14, -0.04], [-0.21, -0.10, 0.03], [-0.02, 0.00, 0.00], [0.00, 0.00, 0.01], [0.00, 0.00, 0.01], [-0.02, 0.01, -0.01], [0.00, 0.02, -0.01], [0.03, 0.02, 0.02]], "multiplicity": 5, "charge": 1, "s2": 6.0819, "lumo_energy_ev": [-3.61, -5.53], "de_lowest_kj_mol": 70.6, "gap_ev": [5.578, 5.416]}

=====

Entry 2:
{"formula": "C2H3OPS", "method": "ωB97M-V/def2-TZVPD", "elements": ["C", "C", "O", "P", "S", "H", "H", "H"], "coordinates": [[-1.303, -0.719, -1.701], [-1.412, 0.451, -1.999], [2.203, -0.215, 2.243], [4.679, -1.429, 3.171], [3.310, -1.005, 1.711], [-1.283, -1.544, -1.063], [-2.024, 1.775, -2.221], [4.225, -0.659, 4.374]], "forces_ev_per_a": [[-0.27, 2.23, -0.03], [-2.72, 4.06, -0.70], [-0.84, 0.51, -0.46], [-0.26, 0.35, -0.33], [1.26, -0.30, 2.22], [0.31, -1.15, 0.09], [2.68, -5.14, 0.64], [-0.16, -0.57, -1.44]], "multiplicity": 1, "lumo_energy_ev": [-1.54, -1.55], "de_lowest_kj_mol": 527.7, "gap_ev": [7.930, 7.932]}

=====

Entry 3:
{"formula": "H24O20S2Zn", "method": "ωB97M-V/def2-TZVPD", "elements": ["Zn", "S", "O", "O", "O", "O", "S", "O", "O", "O", "O", "O", "H", "H", "O", "H", "H", "O", "H", "H", "O", "H", "H", "O", "H", "H", "O", "H", "H", "O", "H", "H", "O", "H", "H", "O", "H", "H", "O", "H", "H", "O", "H", "H", "O", "H", "H"], "coordinates": [[1.722, -1.238, 0.887], [-0.443, 0.087, 0.193], [0.317, 0.085, 1.483], [-0.534, 1.387, -0.428], [0.377, -0.885, -0.590], [-1.727, -0.471, 0.534], [3.869, 1.098, -0.268], [2.844, 0.104, -0.032], [3.858, 1.435, -1.673], [3.622, 2.224, 0.615], [5.185, 0.536, -0.036], [-1.405, -1.452, -2.526], [-0.718, -1.169, -1.923], [-2.101, -1.784, -1.958], [1.045, 2.869, 1.449], [0.523, 2.068, 1.394], [1.467, 2.823, 2.306], [2.817, -2.529, -0.254], [3.765, -2.518, -0.385], [2.486, -3.112, -0.937], [-3.706, -1.575, -0.894], [-2.901, -1.234, -0.505], [-4.318, -0.839, -0.865], [1.356, 3.012, -1.270], [0.570, 2.523, -1.026], [1.728, 2.520, -2.002], [-1.894, 3.497, -0.108], [-2.036, 3.730, -1.025], [-1.350, 2.710, -0.142], [0.707, -3.024, 1.478], [-0.178, -3.165, 1.817], [1.202, -3.787, 1.776], [-1.921, -2.766, 1.796], [-1.792, -2.025, 1.204], [-2.766, -3.134, 1.539], [-0.725, -0.418, 4.025], [-1.597, -0.030, 4.098], [-0.564, -0.470, 3.083], [-3.568, 0.535, 1.918], [-2.990, 1.182, 2.323], [-3.003, 0.051, 1.317], [-1.070, 1.866, -3.358], [-0.998, 1.647, -2.429], [-1.713, 2.574, -3.389], [2.324, -1.129, -2.738], [2.739, -0.477, -2.174], [1.497, -1.333, -2.302]], "forces_ev_per_a": [[1.11, 1.34, -0.86], [2.79, -0.25, 0.34], [-0.07, 0.61, 1.00], [-0.42, -1.27, -0.02], [-1.25, -0.02, -0.96], [-1.73, -1.04, -0.84], [3.64, 4.19, 0.38], [-3.60, -4.03, 1.20], [-1.36, 0.34, -2.25], [0.05, 0.22, 0.38], [1.68, -1.86, 1.26], [-0.25, -0.30, -0.77], [0.50, -0.01, 0.09], [-0.30, -0.09, -0.26], [-0.72, 0.75, 0.45], [0.27, -0.09, 0.15], [0.36, -0.16, -0.01], [0.31, -1.48, 0.45], [0.42, 0.81, -0.04], [-0.41, 0.11, -0.35], [-0.85, -0.88, -0.16], [0.38, 0.60, 0.44], [-0.07, 0.22, -0.03], [-0.22, 0.86, -0.60], [0.45, 0.13, 0.08], [0.52, -0.26, -0.09], [-1.05, 1.03, 0.19], [0.09, 0.11, -0.12], [0.22, -0.17, 0.14], [1.24, -0.16, 0.01], [-1.40, 0.35, 0.16], [0.39, -0.08, -0.04], [0.06, -1.15, 0.71], [0.05, 0.97, -0.38], [-0.16, -0.13, -0.04], [-0.02, -0.20, 0.84], [-0.23, -0.01, -0.05], [0.24, 0.24, -0.60], [-1.31, 0.27, 0.92], [0.13, 0.27, -0.12], [0.38, 0.07, -0.13], [-0.17, 0.04, -0.58], [0.18, -0.20, 0.41], [-0.06, 0.17, 0.01], [-0.05, -1.00, -0.82], [0.41, 0.84, 0.43], [-0.18, 0.30, 0.06]], "multiplicity": 1, "charge": -2, "lumo_energy_ev": 3.40, "de_lowest_kj_mol": 32.6, "gap_ev": 4.505}

=====

Entry 4:
{"formula": "C2H4ClOP", "method": "ωB97M-V/def2-TZVPD", "elements": ["C", "C", "O", "P", "Cl", "H", "H", "H", "H"], "coordinates": [[-0.124, -0.788, -0.045], [0.706, 0.564, -0.051], [-2.060, 1.110, 0.292], [-1.928, -0.324, 0.293], [2.350, 0.142, 0.327], [-0.247, -1.408, -1.074], [0.288, -1.533, 0.590], [0.230, 1.288, 0.653], [0.786, 0.949, -0.983]], "forces_ev_per_a": [[-1.42, 1.23, -2.48], [-1.52, -2.55, 2.30], [0.04, 2.59, -0.05], [0.37, -3.45, 0.05], [1.35, 0.09, 0.71], [0.53, 1.74, 1.81], [0.21, -0.47, 0.97], [0.80, -0.58, -0.51], [-0.35, 1.41, -2.80]], "multiplicity": 1, "lumo_energy_ev": -0.62, "de_lowest_kj_mol": 122.0, "gap_ev": 8.717, "smiles": "O=PCCCl"}

=====

Entry 5:
{"formula": "C4H10N2O", "method": "ωB97M-V/def2-TZVPD", "elements": ["C", "C", "N", "N", "C", "C", "O", "H", "H", "H", "H", "H", "H", "H", "H", "H", "H"], "coordinates": [[1.087, -1.121, 0.217], [2.466, -0.472, 0.223], [-0.314, 0.551, -0.987], [-0.001, -0.157, 0.315], [-1.567, -0.093, -0.469], [-2.606, 0.636, 0.053], [-0.367, 1.917, -0.851], [-1.269, 2.122, -0.449], [0.042, 0.482, 1.105], [-1.738, -1.039, -0.966], [0.975, -1.822, 1.048], [0.926, -1.671, -0.711], [2.543, 0.254, -0.586], [3.239, -1.228, 0.086], [2.652, 0.043, 1.168], [-3.606, 0.248, -0.053], [-2.462, 1.349, 0.855]], "forces_ev_per_a": [[0.18, 0.12, 0.04], [-0.15, -0.01, -0.05], [-0.93, -1.00, 1.17], [0.68, -0.07, 0.28], [-0.38, 1.20, -1.63], [0.22, -0.44, 0.32], [-0.39, 0.30, 0.74], [0.65, -0.33, -0.64], [-0.02, 0.09, -0.20], [0.03, 0.03, -0.02], [0.00, 0.02, -0.07], [0.00, -0.02, 0.05], [0.01, 0.01, -0.02], [0.03, 0.01, 0.01], [0.01, -0.02, 0.00], [0.04, -0.27, 0.29], [0.02, 0.38, -0.23]], "multiplicity": 1, "lumo_energy_ev": 1.00, "de_lowest_kj_mol": 611.9, "gap_ev": 8.514}

=====

Entry 6:
{"formula": "C6H8N2O2", "method": "ωB97M-V/def2-TZVPD", "elements": ["C", "C", "C", "C", "C", "C", "H", "H", "H", "H", "H", "H", "H", "H", "N", "N", "O", "O"], "coordinates": [[-1.830, -0.287, -1.232], [-1.817, 0.995, -1.572], [1.070, -1.278, 1.610], [0.455, 0.001, 2.030], [0.372, 1.055, 1.183], [1.262, -0.265, -0.676], [-2.000, -0.550, -0.195], [-1.448, -1.093, -2.061], [-2.055, 1.632, -0.677], [-1.677, 1.280, -2.640], [1.846, -2.153, -0.115], [0.073, 0.025, 3.060], [-0.009, 2.004, 1.504], [0.716, 1.637, -0.813], [1.493, -1.273, 0.258], [0.810, 0.917, -0.130], [1.228, -2.238, 2.317], [1.512, -0.410, -1.852]], "forces_ev_per_a": [[1.54, -1.69, -2.61], [-0.81, -0.27, 0.56], [-0.14, 1.01, -0.72], [-0.20, 0.14, 0.17], [0.65, -1.68, -0.12], [0.64, -0.58, 0.39], [0.03, -0.46, -0.16], [-1.35, 1.78, 2.41], [0.21, 0.25, -1.62], [0.00, 0.32, 1.27], [-0.12, 0.36, 0.11], [0.32, 0.18, -0.65], [-0.15, 0.33, -0.20], [-0.23, 0.43, -0.11], [-0.48, -0.03, 0.28], [0.19, 0.03, 0.78], [0.06, -0.35, 0.12], [-0.15, 0.23, 0.10]], "multiplicity": 1, "lumo_energy_ev": 0.57, "de_lowest_kj_mol": 83.2, "gap_ev": 10.068, "smiles": "O=c1cc[nH]c(=O)[nH]1.C=C"}

=====

Number 1: DFT total energy -2878.09106 a.u., M 725.94 Da. Number 2: DFT total energy -892.56264 a.u., M 106.09 Da. Number 3: DFT total energy -4095.04102 a.u., M 473.70 Da. Number 4: DFT total energy -955.35962 a.u., M 110.48 Da. Number 5: DFT total energy -342.96839 a.u., M 102.14 Da. Number 6: DFT total energy -493.41518 a.u., M 140.14 Da.